[1]
ORCA calculation (wB97M-V/def2-TZVPD) on a cluster of 12 separate species, C11H43F6NO11P in total in a non-equilibrium geometry.

Values from the calculation:
**Charge**: -1
**Electronic energy**: -61718.26262 eV
**ΔE to the lowest compared entry with this formula, charge and spin**: 0.0 kcal/mol
**LUMO energy**: 2.314 eV
**E_HOMO**: -0.2428 hartree
**2S+1**: 1
**Frontier orbital gap**: 8.921 eV

XYZ file:
```
73
Properties=species:S:1:pos:R:3:forces:R:3:lowdin_charge:R:1
P -1.530 -0.701 -1.380 -1.659 0.642 -0.964 0.2920
F -0.271 0.195 -1.991 -0.563 -0.471 1.337 -0.1739
F -2.024 0.469 -0.334 1.612 -1.074 -0.380 -0.1535
F -2.451 0.072 -2.509 0.647 -0.086 -0.148 -0.1793
F -2.888 -1.509 -1.034 0.183 -0.577 1.111 -0.1420
F -1.223 -1.853 -2.457 0.865 -0.082 -0.241 -0.1457
F -0.629 -1.517 -0.290 -0.601 1.340 -0.536 -0.1342
C -0.420 4.564 -3.257 -0.649 -0.044 0.413 -0.0929
C 0.254 3.241 -3.003 1.471 -0.524 -0.098 -0.3042
O 0.752 3.012 -1.652 -0.757 0.765 -0.629 -0.0874
H 0.255 5.377 -2.989 -0.209 0.070 0.294 0.0731
H -1.396 4.639 -2.778 0.135 0.234 0.367 0.0697
H -0.638 4.691 -4.318 0.206 -0.291 -0.162 0.0731
H 1.144 3.308 -3.629 0.263 -0.380 -0.245 0.0981
H -0.290 2.358 -3.336 -0.402 0.228 0.041 0.1020
H 0.752 2.061 -1.517 -0.129 -0.002 0.045 0.0370
O -4.566 -3.535 -1.979 -0.630 -0.146 0.352 -0.0372
H -4.673 -4.484 -2.055 0.054 -0.290 -0.138 0.0574
H -3.733 -3.424 -1.522 0.383 0.172 -0.032 0.0105
O 0.864 -2.571 -5.095 0.066 -0.279 -0.242 -0.0539
H 0.213 -2.054 -4.621 -0.303 0.135 0.204 0.0138
H 1.706 -2.209 -4.818 0.196 0.117 0.149 0.0245
O -3.477 -2.244 -4.078 0.136 0.461 -1.072 -0.0582
H -4.021 -2.755 -3.478 -0.285 -0.200 0.320 -0.0150
H -2.810 -1.847 -3.518 0.064 -0.019 -0.006 -0.0233
O -1.905 -4.950 -2.498 -0.317 -0.324 0.187 -0.0425
H -1.157 -5.091 -3.079 0.156 0.107 -0.270 0.0408
H -1.528 -4.548 -1.716 0.211 0.212 0.151 0.0272
O 2.182 -0.799 -1.629 0.811 -0.083 -0.143 -0.0555
H 1.430 -0.218 -1.742 -0.230 -0.022 -0.049 -0.0168
H 1.848 -1.523 -1.099 -0.125 -0.128 0.001 -0.0030
O -4.250 1.911 -2.964 -0.234 0.881 -0.040 -0.0506
H -3.458 1.515 -2.600 0.279 -0.295 0.094 0.0005
H -4.950 1.633 -2.374 -0.214 -0.155 0.063 0.0554
O -5.418 -2.063 0.806 -0.169 0.192 0.282 -0.0498
H -4.599 -2.358 0.408 0.211 0.100 -0.299 -0.0071
H -5.775 -2.846 1.227 -0.119 -0.163 0.056 0.0236
O -4.593 0.405 -5.294 -0.231 0.067 -0.812 -0.0800
H -4.363 1.116 -4.697 -0.046 0.234 0.439 -0.0263
H -4.147 -0.363 -4.937 0.117 -0.610 0.228 -0.0179
O -2.881 2.534 1.105 -0.182 0.412 0.538 -0.0616
H -3.013 2.897 0.229 0.021 0.022 -0.221 0.0196
H -2.387 1.727 0.958 0.033 -0.117 -0.090 -0.0095
C 2.548 -1.712 4.211 0.276 0.280 -0.050 -0.0466
C 2.250 -0.869 2.849 -0.770 -1.716 -0.135 -0.3788
C 0.816 -0.271 3.002 1.175 0.639 0.700 -0.1318
C 0.864 0.895 4.042 0.630 -0.835 -1.092 -0.1648
C 1.903 1.939 3.665 0.461 -0.394 -1.357 -0.1331
C 3.345 1.398 3.326 0.976 -0.136 1.427 -0.4657
N 3.234 0.202 2.471 -2.443 0.106 -0.337 -0.1113
O 4.467 -0.356 2.198 1.258 -0.501 0.609 -0.0160
C 4.090 2.559 2.620 -0.853 0.128 -1.502 -0.0528
C 4.220 1.108 4.584 0.033 -0.155 0.937 -0.0425
C 2.098 -1.969 1.665 1.353 0.439 1.158 -0.0204
H 1.862 -2.537 4.401 -0.253 -0.195 -0.887 0.0670
H 3.546 -2.136 4.318 0.209 -0.010 -0.726 0.0702
H 2.447 -1.227 5.182 -0.132 1.000 -0.310 0.0483
H 0.417 0.018 2.030 0.334 0.596 -0.106 0.1068
H 0.099 -1.038 3.294 0.287 -0.247 0.415 0.1150
H -0.150 1.295 4.068 0.196 0.310 0.651 0.1117
H 1.284 0.550 4.986 -1.014 -0.495 0.362 0.0955
H 1.972 2.678 4.463 0.153 0.171 -0.198 0.1149
H 1.605 2.396 2.721 -0.224 0.455 0.094 0.1158
H 5.139 2.493 2.332 0.249 -0.615 0.894 0.0750
H 3.915 3.510 3.122 0.120 -0.128 0.318 0.0833
H 3.664 2.696 1.626 -0.576 0.037 -0.112 0.0788
H 5.290 1.183 4.387 -0.062 -0.066 -0.359 0.0708
H 4.090 0.156 5.099 -0.270 -0.256 -0.522 0.0545
H 4.055 1.800 5.410 -0.266 0.569 -0.208 0.0749
H 1.630 -2.852 2.100 -0.531 0.224 -0.117 0.0731
H 1.621 -1.644 0.741 -0.390 0.364 0.641 0.0328
H 3.061 -2.364 1.340 0.366 0.262 0.192 0.0687
H 4.682 -0.160 1.283 -0.358 0.137 -0.235 0.1095
```
Positions in Å, forces in eV/Å.

=====

[2]
ORCA calculation (wB97M-V/def2-TZVPD) on a cluster of 11 separate species, C11H44N14O11 in total in a non-equilibrium geometry.

Values from the calculation:
**Electronic energy**: -55507.63977 eV
**ΔE to the lowest compared entry with this formula, charge and spin**: 83.0 kcal/mol
**LUMO energy**: 0.249 eV
**SMILES**: NC(N)=O.NC(N)=O.NC(N)=O.NC(N)=O.NC(N)=O.NC(N)=O.NC(N)=O.CO.CO.CO.CO
**E_HOMO**: -0.3280 hartree
**2S+1**: 1
**Frontier orbital gap**: 9.174 eV

XYZ file:
```
80
Properties=species:S:1:pos:R:3:forces:R:3:lowdin_charge:R:1
C 2.685 0.684 3.979 -0.266 1.495 -0.911 -0.1427
O 1.953 0.001 4.957 -0.414 -0.745 0.544 -0.1385
H 3.264 0.130 3.240 0.349 -0.684 0.591 0.0752
H 1.943 1.167 3.344 -0.212 0.165 0.051 0.0659
H 3.244 1.507 4.423 0.359 -0.129 -0.062 0.0852
H 2.479 -0.232 5.726 0.273 0.054 -0.212 0.0888
C -0.725 3.347 3.222 -0.859 0.667 -0.667 -0.1574
O 0.184 4.373 3.587 0.028 -0.219 0.388 -0.1103
H -1.209 2.906 4.094 0.455 -0.608 -0.045 0.0894
H -1.566 3.788 2.689 -0.043 0.368 -0.065 0.0523
H -0.309 2.685 2.462 0.211 -0.478 0.602 0.0574
H 0.403 4.188 4.504 0.289 0.284 -0.032 0.0682
C 1.850 -2.623 -2.174 0.272 1.412 0.157 -0.1291
O 2.875 -1.719 -1.769 0.773 0.003 -0.412 -0.1508
H 1.411 -3.171 -1.341 -0.124 -0.046 -0.189 0.0812
H 1.180 -1.882 -2.611 -1.019 -0.751 -0.069 0.0591
H 2.190 -3.269 -2.983 0.129 -0.299 0.232 0.0779
H 3.218 -1.776 -0.874 -0.063 -0.315 0.338 0.0350
C 0.443 0.193 0.363 0.148 -0.027 -2.050 -0.1336
O -0.819 -0.269 0.776 -0.226 -0.349 1.022 -0.1694
H 0.182 0.515 -0.645 1.095 0.539 -0.459 0.0682
H 0.792 1.067 0.912 0.347 -0.356 0.296 0.0815
H 1.138 -0.633 0.210 0.251 0.191 0.634 0.0773
H -1.285 0.549 0.586 -1.260 0.236 0.430 0.0333
C 2.417 1.247 -3.876 0.311 0.965 0.908 -0.8112
O 2.079 1.451 -2.730 -0.773 0.726 1.683 0.0236
N 2.364 2.119 -4.857 0.080 2.367 -1.635 0.1856
N 2.860 0.105 -4.280 1.193 -4.246 -0.484 0.1945
H 2.386 3.088 -4.572 -0.076 -0.069 -0.492 0.1261
H 2.865 1.793 -5.671 -0.270 0.995 -0.180 0.1080
H 2.786 -0.632 -3.594 0.582 -0.212 -0.110 0.0846
H 3.332 -0.024 -5.164 -0.283 -0.250 0.417 0.1203
C -2.477 -2.398 -1.994 0.426 -0.590 -2.612 -0.7740
O -2.167 -1.893 -3.063 0.650 1.726 -0.813 0.0085
N -3.451 -3.253 -1.941 -4.073 -2.520 -0.716 0.1647
N -1.858 -2.407 -0.876 2.871 0.931 3.589 0.2087
H -3.653 -3.731 -1.074 -0.555 0.049 -0.620 0.1170
H -4.031 -3.345 -2.762 0.036 -0.295 0.392 0.1275
H -2.245 -3.043 -0.193 0.744 0.745 0.464 0.1254
H -1.197 -1.687 -0.623 -0.112 -0.148 0.388 0.0901
C -1.642 3.384 -0.276 1.579 -0.591 0.633 -0.7788
O -1.649 2.438 0.468 -0.483 -3.282 1.885 0.0020
N -2.370 4.419 -0.071 -3.680 3.522 0.820 0.1919
N -0.775 3.582 -1.208 2.431 0.072 -3.246 0.2236
H -2.418 5.113 -0.803 -0.360 0.231 0.773 0.1257
H -2.898 4.465 0.789 -0.224 0.227 -0.573 0.1231
H 0.016 2.970 -1.350 -0.328 -0.072 -0.447 0.1196
H -0.996 4.334 -1.845 0.880 -0.444 -0.294 0.1222
C -1.306 1.369 -4.250 -2.132 2.437 -0.760 -0.7482
O -1.146 2.576 -4.506 0.025 -0.728 0.092 -0.0276
N -0.441 0.581 -3.710 4.324 -0.967 1.540 0.1816
N -2.435 0.679 -4.402 -2.506 -0.155 -0.993 0.1543
H -0.623 -0.378 -3.451 -0.037 0.192 -0.022 0.0815
H 0.432 1.042 -3.499 -0.160 -0.575 0.497 0.0470
H -2.391 -0.287 -4.109 -0.780 0.040 -0.136 0.0492
H -3.283 1.113 -4.738 0.347 -0.209 0.077 0.1101
C -5.079 0.712 0.203 -3.397 -2.285 0.772 -0.7631
O -6.124 0.050 0.300 -0.025 0.989 0.928 -0.0062
N -4.295 0.484 -0.788 3.641 -0.259 -3.493 0.1796
N -4.603 1.635 1.020 -0.176 2.402 2.939 0.1727
H -3.407 0.960 -0.725 0.161 -0.411 -0.812 0.0918
H -4.443 -0.276 -1.438 -0.016 0.290 0.324 0.1164
H -5.146 1.941 1.814 -0.110 -0.396 -0.289 0.1137
H -3.700 2.081 0.956 0.104 -0.397 -0.382 0.0614
C 3.982 -2.724 1.492 0.935 2.010 1.419 -0.7441
O 4.101 -1.560 1.131 -1.857 1.365 -1.232 0.0062
N 2.927 -3.288 2.059 -1.662 -0.510 -0.271 0.2020
N 5.132 -3.341 1.626 2.475 -2.567 0.142 0.1521
H 2.040 -2.819 1.944 -0.090 -0.406 0.257 0.0884
H 3.010 -4.167 2.549 -0.376 0.298 -0.255 0.1166
H 5.923 -2.719 1.542 0.018 -0.627 -0.218 0.1217
H 5.209 -4.341 1.749 0.332 0.334 0.049 0.1077
C 0.175 -2.793 3.720 -0.643 -0.266 -1.978 -0.7057
O -0.155 -3.743 2.990 0.688 0.377 0.894 -0.0186
N 0.741 -2.886 4.939 0.725 -0.672 1.948 0.1505
N 0.047 -1.511 3.306 -0.036 -0.177 0.334 0.1829
H 1.203 -3.716 5.281 -0.585 -0.045 -0.413 0.1061
H 0.691 -2.133 5.611 0.060 -0.002 -0.515 0.0926
H 0.509 -0.823 3.884 -0.141 0.292 -0.476 0.0625
H -0.342 -1.339 2.390 -0.163 0.383 0.192 0.0717
```
Positions in Å, forces in eV/Å.

=====

[3]
ORCA calculation (wB97M-V/def2-TZVPD) on a cluster of 11 separate species, C11H44N22O11 in total in a non-equilibrium geometry.

Values from the calculation:
**Electronic energy**: -67437.21816 eV
**ΔE to the lowest compared entry with this formula, charge and spin**: 34.0 kcal/mol
**LUMO energy**: -0.233 eV
**SMILES**: NC(N)=O.NC(N)=O.NC(N)=O.NC(N)=O.NC(N)=O.NC(N)=O.NC(N)=O.NC(N)=O.NC(N)=O.NC(N)=O.NC(N)=O
**E_HOMO**: -0.3158 hartree
**2S+1**: 1
**Frontier orbital gap**: 8.361 eV

XYZ file:
```
88
Properties=species:S:1:pos:R:3:forces:R:3:lowdin_charge:R:1
C 0.894 27.091 7.090 0.306 -0.150 -0.578 -0.6571
O 1.974 27.652 6.981 -0.433 0.309 0.358 0.0256
N -0.042 27.389 8.048 -0.250 0.098 0.326 0.1496
N 0.548 26.029 6.311 -0.595 -0.578 0.231 0.1771
H -0.955 26.977 7.985 -0.033 0.082 -0.077 0.0858
H -0.014 28.284 8.502 0.325 0.016 -0.043 0.1030
H -0.347 25.605 6.477 0.010 -0.041 -0.210 0.0924
H 0.974 25.835 5.419 0.396 0.402 0.272 0.0682
C 4.263 24.968 6.171 0.221 1.159 -0.144 -0.6780
O 3.825 25.230 5.050 -0.301 -0.233 0.029 -0.0054
N 5.404 24.235 6.360 -0.321 -0.159 -0.298 0.1781
N 3.703 25.457 7.304 -0.067 -0.436 0.751 0.1754
H 5.401 23.653 7.183 0.273 -0.141 -0.091 0.1012
H 5.676 23.790 5.492 0.271 -0.239 0.070 0.0655
H 4.244 25.345 8.144 -0.095 0.130 0.054 0.0994
H 2.976 26.174 7.309 0.513 -0.067 -0.516 0.0533
C 5.139 20.738 0.712 1.433 0.348 0.686 -0.6652
O 5.446 19.875 -0.110 -0.037 0.490 -0.369 0.0014
N 4.721 20.489 1.963 -0.097 0.756 0.880 0.1717
N 5.260 22.082 0.478 0.000 0.593 -0.915 0.1651
H 4.466 21.267 2.558 -0.123 -0.108 0.042 0.0548
H 4.720 19.607 2.451 0.274 -0.241 -0.285 0.0695
H 5.235 22.774 1.211 -0.085 -0.326 0.094 0.0499
H 5.772 22.359 -0.341 -0.054 -0.203 -0.091 0.0986
C 2.873 21.824 4.695 0.413 -0.820 0.988 -0.6179
O 3.826 22.151 3.982 -0.028 0.919 -0.322 -0.0297
N 2.232 22.713 5.518 -0.109 0.351 -0.424 0.1811
N 2.488 20.545 4.819 -0.522 0.173 0.425 0.2035
H 2.682 23.608 5.650 -0.274 -0.073 -0.240 0.0462
H 1.590 22.389 6.218 0.083 -0.135 0.030 0.0841
H 1.666 20.347 5.371 0.226 -0.056 -0.113 0.0444
H 2.913 19.802 4.280 -0.026 0.201 -0.403 0.0542
C -0.729 20.181 7.363 0.320 -0.688 -0.379 -0.6458
O 0.191 20.058 6.557 -0.240 0.437 0.108 -0.0081
N -1.899 20.820 7.100 0.332 -0.062 0.562 0.1686
N -0.650 19.586 8.586 -0.141 0.140 -0.439 0.1623
H -2.666 20.536 7.682 -0.413 0.401 -0.347 0.1001
H -2.026 21.244 6.201 -0.169 -0.175 -0.081 0.1122
H -1.350 19.748 9.285 0.261 -0.088 0.290 0.1004
H 0.238 19.158 8.774 -0.078 -0.023 0.394 0.1120
C 2.934 17.833 2.012 0.014 1.670 -0.656 -0.6445
O 2.637 18.623 2.908 -0.660 -0.217 -0.690 -0.0723
N 2.491 16.552 1.986 0.183 0.191 0.117 0.1859
N 3.718 18.233 0.972 -1.047 -2.008 -0.064 0.1687
H 2.146 16.168 2.859 -0.306 -0.429 -0.280 0.0598
H 2.568 16.039 1.129 -0.042 -0.395 0.238 0.0979
H 3.910 17.532 0.278 0.295 0.341 -0.205 0.1016
H 4.056 19.169 0.824 -0.538 -0.799 -0.196 0.0319
C 4.773 16.960 4.336 0.826 0.936 -0.329 -0.6534
O 4.705 18.115 3.945 0.568 -0.215 0.975 0.0167
N 4.362 16.528 5.563 0.129 -0.389 -0.247 0.1741
N 5.366 15.998 3.572 -0.124 -0.413 0.572 0.1687
H 4.060 17.171 6.268 -0.043 0.098 -0.088 0.1099
H 4.235 15.539 5.672 -0.211 0.080 0.420 0.0961
H 5.350 15.067 3.946 0.163 -0.202 -0.549 0.0933
H 5.483 16.177 2.593 -0.031 -0.056 -0.022 0.1035
C 0.969 16.295 5.165 -0.163 0.261 0.462 -0.6660
O 1.400 15.345 4.521 0.092 -0.266 -0.038 -0.0010
N 0.012 16.157 6.149 -0.100 -0.259 -0.432 0.1494
N 1.376 17.564 4.981 -0.247 -0.544 0.812 0.1854
H -0.070 16.851 6.867 -0.097 -0.031 0.047 0.0755
H -0.403 15.253 6.268 0.039 -0.013 0.124 0.0954
H 2.289 17.704 4.582 -0.294 0.507 -0.487 0.0526
H 0.838 18.309 5.390 0.296 0.220 -0.019 0.0668
C 5.999 24.877 2.323 -1.338 -1.470 0.046 -0.6606
O 6.573 24.369 3.271 0.457 0.515 0.054 0.0243
N 4.643 24.727 2.140 1.182 0.240 -0.108 0.1504
N 6.620 25.448 1.237 0.439 0.329 0.284 0.1503
H 4.150 24.134 2.793 -0.080 0.086 0.001 0.0590
H 4.262 25.167 1.324 -0.745 -0.237 0.276 0.0999
H 7.401 26.028 1.495 0.135 -0.029 -0.322 0.1036
H 6.015 25.784 0.507 0.206 0.345 0.029 0.0887
C 0.642 26.044 3.112 -0.323 0.010 0.493 -0.6991
O 0.899 27.165 3.501 -0.001 0.051 -0.161 0.0384
N 1.551 25.044 2.959 0.252 -0.674 -0.423 0.1711
N -0.649 25.624 2.858 -0.468 -0.300 -0.247 0.1396
H 1.209 24.126 2.734 0.086 -0.050 0.075 0.0962
H 2.471 25.063 3.375 -0.120 0.624 0.247 0.0501
H -1.448 26.193 3.065 0.307 0.434 -0.005 0.0946
H -0.865 24.676 2.609 0.181 -0.021 -0.017 0.0834
C 7.409 21.119 5.736 -0.997 0.552 -0.605 -0.6837
O 7.060 20.260 6.529 0.202 0.160 0.316 0.0132
N 6.672 21.408 4.610 0.370 -0.672 0.545 0.1636
N 8.455 21.974 5.925 0.840 0.223 0.189 0.1452
H 5.736 21.044 4.646 -0.013 -0.048 -0.522 0.0697
H 6.943 22.086 3.917 -0.253 0.197 0.194 0.0715
H 8.866 22.482 5.164 -0.221 0.118 -0.006 0.0930
H 8.944 21.997 6.800 0.035 -0.411 -0.022 0.0944
```
Positions in Å, forces in eV/Å.